[1]
The following is a DFT calculation (ωB97M-V with the def2-TZVPD basis set) of a structure of composition C20H35NO14S2 in a non-equilibrium geometry.

Results
HOMO-LUMO gap: 5.87 eV
E_LUMO: 3.82 eV
electronic energy: -2687.4943 Ha
max |F|: 1.71 eV Å⁻¹
charge: -2

Last column: Mulliken charge in e.
Element x y z (Å)
1 O -2.6884 1.0732 3.6085  -0.60
2 C -2.8036 1.5320 2.5117  0.14
3 O -3.2496 2.8253 2.3910  -0.39
4 S -2.5663 3.8643 1.2551  1.06
5 O -2.6087 5.1154 1.9611  -0.70
6 O -3.4184 3.8283 0.0999  -0.61
7 N -1.1053 3.3107 1.0863  -0.13
8 S -0.2511 3.8898 -0.1969  0.97
9 O -0.6402 5.2199 -0.5927  -0.70
10 O 1.1456 3.8467 0.2099  -0.73
11 C -0.3567 2.7797 -1.7262  0.60
12 O -0.7526 3.3392 -2.7438  -0.70
13 O 0.0235 1.6212 -1.5779  -0.65
14 C -2.5573 0.7042 1.3083  0.67
15 C -1.4006 -0.0576 1.2326  -0.59
16 C -1.1761 -0.7677 0.0736  -0.76
17 C -2.0939 -0.7324 -0.9609  -0.02
18 C -3.2614 0.0011 -0.8746  -0.75
19 C -3.4827 0.7431 0.2759  -0.15
20 H -0.7139 -0.0594 2.0618  0.43
21 H -0.2611 -1.3343 -0.0017  0.53
22 H -1.8952 -1.2823 -1.8690  0.37
23 H -3.9773 0.0192 -1.6796  0.38
24 H -4.3527 1.3683 0.3798  0.38
25 C -2.1399 -0.6633 -7.7382  -0.68
26 O -0.7989 -0.7745 -7.3133  -0.38
27 C -0.5680 -0.1449 -6.0471  -0.56
28 C -0.4766 -1.1538 -4.9313  -0.41
29 O -1.7320 -1.7877 -4.6938  -0.30
30 C -1.8193 -3.0915 -5.2162  -0.78
31 H -2.2654 -1.3022 -8.6136  0.23
32 H -2.8368 -0.9886 -6.9610  0.29
33 H -2.3711 0.3703 -8.0206  0.33
34 H -1.3459 0.5900 -5.8302  0.35
35 H 0.3853 0.3837 -6.1202  0.34
36 H -0.2025 -0.6264 -4.0111  0.38
37 H 0.2979 -1.8990 -5.1427  0.33
38 H -1.1856 -3.7805 -4.6433  0.27
39 H -1.5311 -3.1265 -6.2721  0.35
40 H -2.8558 -3.4170 -5.1238  0.24
41 C -0.5625 4.3702 5.0751  -0.65
42 O 0.6168 4.3380 5.8830  -0.42
43 C 0.8650 3.0683 6.4538  -0.52
44 C 1.9486 2.3277 5.6980  -0.53
45 O 1.4961 1.9843 4.4118  -0.29
46 C 2.0049 2.8288 3.3821  -0.53
47 H -0.5808 5.3214 4.5491  0.23
48 H -0.5680 3.5677 4.3366  0.25
49 H -1.4559 4.2945 5.7051  0.39
50 H -0.0488 2.4669 6.4834  0.28
51 H 1.1983 3.2364 7.4875  0.40
52 H 2.1801 1.3943 6.2299  0.36
53 H 2.8647 2.9273 5.6516  0.34
54 H 3.0698 2.6211 3.2165  0.33
55 H 1.8672 3.8844 3.6203  0.33
56 H 1.4623 2.6130 2.4638  0.01
57 C 1.8529 -4.6516 -0.9212  -0.72
58 O 1.6384 -4.3384 0.4424  -0.25
59 C 2.2215 -5.2762 1.3259  -0.53
60 C 3.4964 -4.7377 1.9350  -0.52
61 O 4.5237 -4.6017 0.9649  -0.39
62 C 4.7111 -3.2575 0.5456  -0.64
63 H 1.5189 -3.8033 -1.5156  0.18
64 H 2.9107 -4.8350 -1.1287  0.35
65 H 1.2653 -5.5338 -1.2018  0.31
66 H 2.4086 -6.2289 0.8191  0.36
67 H 1.4989 -5.4548 2.1298  0.35
68 H 3.8561 -5.4480 2.6883  0.38
69 H 3.3042 -3.7837 2.4332  0.32
70 H 5.1694 -2.6673 1.3457  0.31
71 H 3.7702 -2.7927 0.2454  0.27
72 H 5.3856 -3.2698 -0.3091  0.23

---

[2]
The following is a DFT calculation (ωB97M-V with the def2-TZVPD basis set) of a cluster of 2 separate species, C20H36BClN3O4S in total.

Results
HOMO-LUMO gap: 7.34 eV
E_LUMO: 2.09 eV
electronic energy: -2132.1603 Ha
max |F|: 0.58 eV Å⁻¹
charge: -1

Last column: natural (NBO) charge in e.
Element x y z (Å)
1 C 4.5158 3.2616 0.9111  -0.60
2 C 4.8797 1.7759 0.9844  -0.44
3 C 3.7888 0.9295 1.6513  -0.32
4 Cl 4.6420 -0.4196 2.5624  -0.17
5 B 2.4937 0.3889 0.7191  0.32
6 C 2.5286 0.9606 -0.8485  -0.72
7 C 3.3388 0.2307 -1.8743  0.18
8 N 4.4885 -0.2733 -1.6710  -0.66
9 C 2.3648 -1.2517 0.6866  -0.67
10 C 1.2720 -1.7634 -0.2439  -0.05
11 O 0.5499 -2.8643 0.3567  -0.75
12 C 1.1341 0.9549 1.4767  -0.61
13 C 0.8510 2.4688 1.4460  -0.39
14 C 0.0965 2.9293 0.1853  -0.40
15 C -1.0412 3.9114 0.4657  -0.40
16 C -2.0537 3.9856 -0.6758  -0.39
17 C -2.7293 2.6366 -0.9945  -0.42
18 C -2.9313 1.7614 0.2399  -0.51
19 S -4.1078 0.4235 -0.1540  0.24
20 C -3.8488 -0.4885 1.3038  0.27
21 N -4.1718 -0.1636 2.5107  -0.29
22 N -3.6771 -1.1666 3.3390  -0.29
23 C -3.1036 -2.0091 2.5521  0.30
24 O -3.1685 -1.6655 1.2595  -0.42
25 H 5.3595 3.8418 0.5234  0.19
26 H 4.2786 3.6540 1.9060  0.19
27 H 3.6593 3.4576 0.2649  0.19
28 H 5.1005 1.3911 -0.0109  0.23
29 H 5.8087 1.6974 1.5599  0.19
30 H 3.3964 1.5296 2.4798  0.18
31 H 2.8223 2.0164 -0.9110  0.22
32 H 1.4962 0.9481 -1.2254  0.20
33 H 2.8786 0.1442 -2.8720  0.12
34 H 4.8313 -0.7110 -2.5249  0.32
35 H 2.1415 -1.6219 1.6935  0.22
36 H 3.3101 -1.7146 0.3883  0.22
37 H 1.7115 -2.1092 -1.1895  0.15
38 H 0.5503 -0.9759 -0.4993  0.14
39 H -0.2224 -3.0339 -0.1906  0.45
40 H 1.2049 0.6464 2.5286  0.20
41 H 0.2308 0.4564 1.0904  0.17
42 H 1.7772 3.0429 1.5455  0.19
43 H 0.2387 2.7427 2.3167  0.17
44 H -0.2961 2.0363 -0.3104  0.19
45 H 0.7829 3.3777 -0.5420  0.20
46 H -1.5371 3.6433 1.4028  0.19
47 H -0.6220 4.9124 0.6196  0.20
48 H -1.5166 4.3115 -1.5733  0.20
49 H -2.8160 4.7434 -0.4733  0.20
50 H -2.1052 2.0878 -1.7046  0.21
51 H -3.6955 2.8101 -1.4796  0.20
52 H -1.9985 1.2821 0.5361  0.24
53 H -3.3252 2.3107 1.0949  0.22
54 H -2.5922 -2.9185 2.8224  0.21
55 O -1.4143 -5.2734 -3.9403  -0.56
56 C -2.0930 -5.0625 -2.9804  0.79
57 O -1.6915 -4.2648 -1.9653  -0.49
58 C -2.6650 -4.2601 -0.9068  -0.08
59 C -3.9755 -4.6774 -1.5692  -0.43
60 C -3.4811 -5.6016 -2.6787  -0.53
61 H -2.3450 -4.9756 -0.1451  0.18
62 H -2.7079 -3.2668 -0.4734  0.22
63 H -4.6705 -5.1422 -0.8728  0.22
64 H -4.4612 -3.8020 -2.0023  0.21
65 H -3.3710 -6.6336 -2.3403  0.23
66 H -4.0878 -5.5919 -3.5796  0.24

---

[3]
The following is a DFT calculation (ωB97M-V with the def2-TZVPD basis set) of a structure of composition C20H36Br2F3IN2O5P in a non-equilibrium geometry.

Results
HOMO-LUMO gap: 5.48 eV
E_LUMO: -4.99 eV
electronic energy: -7355.6116 Ha
max |F|: 2.83 eV Å⁻¹
charge: +1

Last column: natural (NBO) charge in e.
Element x y z (Å)
1 C 4.5014 -1.3488 0.7298  -0.36
2 C 4.1497 -0.0509 0.6931  -0.26
3 C 3.3099 0.4864 -0.4486  -0.08
4 P 4.4927 0.4813 -1.9690  0.82
5 C 6.2153 0.5199 -1.3769  -0.95
6 C 4.2314 -1.0489 -2.9316  -0.94
7 O 2.2763 -0.3950 -0.8789  -0.62
8 C 1.0495 -0.3683 -0.1699  0.24
9 I -0.0082 -2.0066 -1.1728  0.17
10 C 1.2959 -0.8810 1.2639  -0.54
11 C 0.1744 -1.6243 1.9963  -0.06
12 O 0.3509 -1.4121 3.4061  -0.72
13 C 0.2426 1.0293 -0.2164  0.37
14 C -0.9569 1.0237 -1.1347  -0.51
15 C -1.7922 2.3065 -1.3938  -0.45
16 C -1.2493 3.7161 -1.1716  -0.08
17 O -2.3253 4.6442 -1.1966  -0.69
18 N -0.1048 1.3028 1.1467  -0.69
19 C -1.3841 1.8584 1.5885  -0.23
20 C -2.5518 0.8752 1.7330  -0.64
21 N 1.2957 2.0983 -0.6850  -0.60
22 Br 1.3230 2.2801 -2.6087  0.37
23 C 2.7131 1.9276 -0.1823  0.06
24 Br 3.7512 3.2253 -1.3811  0.13
25 C 2.9834 2.6095 1.1914  0.94
26 F 2.2544 3.7472 1.2660  -0.31
27 F 4.2767 2.9203 1.3524  -0.29
28 F 2.6360 1.8299 2.2283  -0.31
29 H 4.7693 -1.8071 1.6686  0.23
30 H 4.5340 -1.9650 -0.1566  0.20
31 H 4.5052 0.5794 1.4930  0.23
32 H 6.5424 -0.4769 -1.0854  0.23
33 H 6.3065 1.1690 -0.5132  0.25
34 H 6.8765 0.8746 -2.1596  0.26
35 H 4.7462 -0.9651 -3.8830  0.26
36 H 4.5713 -1.9681 -2.4563  0.22
37 H 3.1703 -1.1291 -3.1362  0.26
38 H 1.7370 -0.1471 1.9239  0.24
39 H 2.0769 -1.6185 1.1183  0.24
40 H 0.2691 -2.6936 1.8708  0.20
41 H -0.8146 -1.2654 1.7377  0.18
42 H -0.2770 -0.7584 3.7094  0.47
43 H -1.6426 0.3210 -0.6738  0.28
44 H -0.7225 0.5532 -2.0782  0.26
45 H -2.1479 2.2756 -2.4196  0.24
46 H -2.7064 2.2479 -0.8084  0.23
47 H -0.5952 4.0670 -1.9590  0.20
48 H -0.7353 3.8583 -0.2107  0.14
49 H -2.9085 4.4305 -0.4650  0.46
50 H 0.6381 1.6868 1.7059  0.39
51 H -1.7383 2.7401 1.0642  0.18
52 H -1.2023 2.2446 2.5883  0.22
53 H -2.4824 -0.0186 1.1254  0.22
54 H -2.6916 0.5742 2.7666  0.22
55 H -3.4765 1.3663 1.4504  0.24
56 H 0.9537 3.0051 -0.3452  0.49
57 O -4.8638 -0.6017 0.1291  -0.60
58 C -4.9592 -1.7688 -0.1466  0.81
59 O -5.8872 -2.5063 0.4673  -0.49
60 C -6.1806 -3.8630 0.1084  -0.07
61 C -5.2317 -4.8414 0.7675  -0.64
62 C -3.9947 -2.4135 -1.1132  -0.75
63 H -6.2081 -3.9739 -0.9763  0.18
64 H -7.1936 -4.0339 0.4652  0.21
65 H -4.2004 -4.6812 0.4513  0.20
66 H -5.5113 -5.8654 0.5219  0.23
67 H -5.2615 -4.7214 1.8501  0.22
68 H -3.0698 -2.6367 -0.5810  0.24
69 H -3.7836 -1.6993 -1.9060  0.24
70 H -4.3606 -3.3206 -1.5877  0.23